A.
Here is a gas-phase ion, C4H9NOS (charge +1) from OMol25. Energies are from ωB97M-V with the def2-TZVPD basis set.

Element x y z (Å)
C 1.63414 0.00004 -1.61679
N 1.14376 0.25874 -0.29250
C -0.10242 -0.19917 0.14204
C -1.07364 0.89666 0.71856
S -2.85904 0.32106 0.62506
C -0.00971 -1.42117 1.05221
O -0.63092 -1.76182 1.99934
H 2.15795 -0.94436 -1.77083
H 2.07073 0.92648 -2.02565
H 0.77300 -0.02048 -2.29220
H 1.81618 0.30767 0.47216
H -0.62108 -0.56298 -0.75806
H -0.91318 1.80902 0.14069
H -0.84089 1.09366 1.76299
H -3.26649 1.47698 1.14005
H 0.72161 -2.18031 0.70292

Summary:
spin multiplicity = 2
orbital gap (alpha / beta) = 0.3305 / 0.1643 hartree
<S²> = 0.758
HOMO (alpha / beta) = -0.48348 / -0.48188 Eh
charge = +1

From a Löwdin analysis of the wavefunction, the atomic charges in e read: 0.00, 0.09, -0.34, -0.42, 0.76, -0.18, 0.19, 0.13, 0.13, 0.11, 0.19, 0.15, 0.09, 0.08, -0.12, 0.16



B.
Here is a gas-phase ion, C4H9NOS (charge +1) from OMol25. Energies are from ωB97M-V with the def2-TZVPD basis set.

Element x y z (Å)
O 0.27420 0.69888 2.30936
C 0.41551 -0.28175 1.64009
C 0.84035 -0.12977 0.17163
C -0.32908 -0.04583 -0.75833
C -1.29709 1.17272 -0.94248
S -2.69500 0.82662 0.10308
N 1.64481 -1.25418 -0.20797
H 0.28206 -1.36219 1.93831
H 1.51493 0.73548 0.11439
H -1.02537 -0.92607 -0.51835
H 0.13253 -0.12921 -1.74589
H -0.69273 2.03304 -0.63449
H -1.46310 1.20113 -2.01519
H -1.85253 0.54959 1.15454
H 2.10835 -1.31080 -1.10300
H 2.14217 -1.77765 0.49428

Summary:
spin multiplicity = 2
orbital gap (alpha / beta) = 0.3523 / 0.1496 hartree
<S²> = 0.754
HOMO (alpha / beta) = -0.49618 / -0.48286 Eh
charge = +1

From a Löwdin analysis of the wavefunction, the atomic charges in e read: 0.09, -0.22, -0.40, -0.22, -0.45, 1.15, 0.06, 0.16, 0.16, 0.13, 0.14, 0.12, 0.10, -0.04, 0.10, 0.09



The structure with the least stability is B.